Entry 1:
{
  "formula": "C4H5NO2S",
  "method": "the ωB97M-V functional and the def2-TZVPD basis",
  "symbols": ["O", "C", "O", "C", "C", "C", "N", "S", "H", "H", "H", "H", "H"],
  "xyz": [[-0.7542, -1.2921, 1.4313], [0.3637, -0.4907, 1.2432], [1.3592, -1.4564, 1.2347], [0.2283, 0.2988, 0.0291], [-0.7662, 0.3696, -0.8628], [-0.3884, 1.1924, -1.9680], [0.7578, 1.7616, -1.9450], [1.5993, 1.2953, -0.5377], [-1.2982, -1.0646, 2.2178], [0.5238, 0.1449, 2.1256], [1.1488, -2.0680, 0.5105], [-1.7065, -0.0948, -0.7537], [-1.0674, 1.4040, -2.7250]],
  "atomic_forces_ev_per_a": [[-3.0, 0.2, 0.8], [-0.3, -1.3, 2.1], [1.8, 0.4, -0.6], [2.1, 1.2, -1.0], [0.5, 0.4, -0.4], [-0.3, -0.4, 1.5], [1.7, 0.2, 0.8], [-1.9, -0.6, -0.7], [0.8, -0.1, -0.9], [0.2, -0.1, -0.2], [0.1, 0.2, 0.2], [-0.8, -0.5, 0.1], [-0.9, 0.4, -1.6]],
  "smiles": "OC(O)c1ccns1",
  "homo_lumo_gap_ev": 10.1,
  "largest_force_ha_per_bohr": 0.0598,
  "e_lumo_ev": 0.46,
  "relative_energy_kj_mol": 173.7
}

***

Entry 2:
{
  "formula": "CH4",
  "method": "the ωB97M-V functional and the def2-TZVPD basis",
  "symbols": ["C", "H", "H", "H", "H"],
  "xyz": [[0.0692, 0.0335, -0.0725], [0.7644, 0.8136, -0.0031], [-0.9587, 0.4341, 0.0367], [0.2236, -0.5698, 0.8826], [-0.0984, -0.7114, -0.8437]],
  "atomic_forces_ev_per_a": [[-2.7, -2.1, 2.6], [1.2, 0.8, -1.0], [0.6, 0.2, 0.2], [-0.2, 0.6, -1.1], [1.2, 0.4, -0.6]],
  "smiles": "C",
  "homo_lumo_gap_ev": 13.9,
  "largest_force_ha_per_bohr": 0.0835,
  "e_lumo_ev": 1.30,
  "relative_energy_kj_mol": 33.8
}

***

Entry 3:
{
  "formula": "C35H53CaN4OP2",
  "method": "the ωB97M-V functional and the def2-TZVPD basis",
  "symbols": ["C", "C", "C", "C", "C", "H", "H", "H", "N", "P", "P", "C", "H", "H", "C", "O", "C", "H", "C", "C", "C", "C", "C", "H", "H", "H", "C", "H", "H", "H", "C", "H", "H", "H", "C", "H", "H", "H", "C", "H", "H", "H", "C", "H", "H", "H", "C", "H", "H", "H", "C", "H", "H", "H", "C", "H", "H", "H", "C", "H", "H", "H", "C", "H", "H", "H", "C", "H", "H", "H", "Ca", "N", "C", "C", "C", "C", "C", "H", "C", "H", "C", "H", "H", "H", "C", "N", "C", "C", "N", "C", "H", "H", "H", "H", "H", "H"],
  "xyz": [[2.0515, -1.5010, 0.7067], [2.4320, 0.1944, -0.8903], [3.3669, -1.9504, 0.6005], [3.8157, -0.1245, -0.8910], [4.2724, -1.2102, -0.1702], [3.6637, -2.8363, 1.1539], [4.4778, 0.4908, -1.5027], [5.3225, -1.4895, -0.1940], [1.6000, -0.4417, 0.0078], [-0.0689, -1.0385, 2.5114], [0.3393, 1.4615, -2.5021], [1.0394, -2.2305, 1.6142], [0.4019, -2.8784, 0.9880], [1.5555, -2.8971, 2.3199], [-3.3774, 1.2205, -0.0490], [-4.4946, 1.3208, -0.2905], [1.9303, 1.1800, -1.8135], [2.7014, 1.8745, -2.1654], [0.3156, 0.3929, -4.1129], [0.2404, 3.3770, -2.8243], [-1.5959, -2.0396, 3.0475], [1.0398, -0.4793, 3.9518], [-1.1596, 0.0774, -4.4124], [-1.7462, 0.9885, -4.5909], [-1.2109, -0.5439, -5.3171], [-1.6286, -0.4766, -3.5930], [0.9619, 1.1246, -5.2874], [0.4026, 2.0159, -5.5951], [2.0036, 1.3943, -5.0728], [0.9744, 0.4397, -6.1487], [1.1017, -0.9006, -3.8700], [0.9829, -1.5626, -4.7408], [2.1714, -0.7046, -3.7267], [0.7330, -1.4421, -2.9963], [-1.0912, 3.6614, -3.5463], [-1.9474, 3.2616, -2.9838], [-1.2249, 4.7502, -3.6217], [-1.1243, 3.2530, -4.5649], [0.2302, 4.1208, -1.4785], [-0.6111, 3.8300, -0.8366], [1.1587, 3.9760, -0.9122], [0.1311, 5.1990, -1.6781], [1.4333, 3.8939, -3.6324], [1.5078, 3.4579, -4.6321], [1.3063, 4.9799, -3.7592], [2.3835, 3.7327, -3.1105], [0.1874, 0.3527, 4.9266], [0.8514, 0.7729, 5.6975], [-0.2997, 1.1947, 4.4143], [-0.5824, -0.2416, 5.4376], [2.1488, 0.4257, 3.3818], [2.8401, -0.1254, 2.7308], [1.7358, 1.2723, 2.8173], [2.7289, 0.8365, 4.2231], [1.7122, -1.6541, 4.6769], [2.3286, -1.2343, 5.4868], [0.9959, -2.3435, 5.1362], [2.3811, -2.2210, 4.0172], [-2.0884, -2.9039, 1.8693], [-1.3832, -3.7091, 1.6242], [-3.0395, -3.3772, 2.1586], [-2.2730, -2.3101, 0.9639], [-2.7082, -1.0410, 3.4280], [-2.9967, -0.4046, 2.5787], [-3.5980, -1.6094, 3.7364], [-2.4194, -0.3862, 4.2603], [-1.2764, -2.9446, 4.2395], [-0.4430, -3.6289, 4.0305], [-1.0739, -2.3785, 5.1586], [-2.1628, -3.5656, 4.4420], [-0.5595, 0.6961, 0.1777], [-1.2235, -1.0731, -1.0997], [-0.9796, -2.1020, -1.6250], [-1.0759, -3.4043, -2.1785], [-2.3391, -4.0228, -2.1724], [0.0312, -4.0811, -2.7302], [-2.5089, -5.2762, -2.7585], [-3.1798, -3.5009, -1.7079], [-0.1563, -5.3254, -3.3349], [1.0217, -3.6261, -2.6786], [-1.4229, -5.9210, -3.3630], [-3.4936, -5.7413, -2.7413], [0.6943, -5.8338, -3.7876], [-1.5624, -6.8883, -3.8488], [-2.2017, 4.8416, 3.5556], [-1.1933, 4.0763, 2.8368], [0.1666, 4.3750, 2.7831], [0.7377, 3.4176, 1.9948], [-0.2532, 2.5374, 1.5671], [-1.4087, 2.9720, 2.0979], [-1.9509, 4.9006, 4.6242], [-2.2657, 5.8656, 3.1602], [-3.1761, 4.3516, 3.4399], [0.5949, 5.2193, 3.2897], [1.7732, 3.3152, 1.7070], [-2.4015, 2.5304, 1.9680]],
  "atomic_forces_ev_per_a": [[0.4, -0.4, -0.1], [-1.1, 1.0, -0.6], [-0.9, -0.2, 0.6], [0.7, -0.4, 0.4], [-0.2, 0.8, -0.5], [0.1, 0.2, -0.1], [-0.1, -0.3, 0.1], [-0.1, 0.0, 0.0], [-0.2, -0.2, -0.2], [0.0, 0.2, -0.5], [-0.3, -0.1, 0.7], [0.2, 0.0, -0.3], [0.2, 0.3, 0.1], [-0.1, 0.2, -0.3], [-3.3, 0.2, -0.8], [3.3, -0.3, 0.7], [1.0, 0.4, 1.0], [0.0, -0.5, -0.1], [-0.3, 0.9, 0.2], [0.1, -1.0, -0.3], [0.7, 0.1, 0.3], [-0.4, -0.3, 0.0], [0.2, -0.1, -0.3], [0.1, -0.2, 0.0], [-0.1, 0.1, 0.1], [0.1, 0.1, -0.1], [-0.1, -0.3, -0.4], [0.1, -0.2, 0.1], [-0.2, 0.0, 0.0], [0.0, 0.2, 0.1], [0.0, 0.1, 0.0], [0.0, 0.2, 0.1], [-0.3, 0.0, 0.0], [0.2, 0.2, 0.0], [0.1, 0.1, 0.0], [0.2, 0.0, -0.1], [0.0, -0.2, -0.1], [0.0, 0.1, 0.3], [0.1, -0.1, 0.0], [0.1, 0.0, -0.1], [-0.2, -0.1, -0.2], [0.0, -0.2, 0.0], [-0.1, 0.4, -0.2], [0.0, 0.1, 0.3], [0.1, -0.2, 0.0], [-0.2, 0.0, -0.1], [0.1, 0.0, 0.1], [-0.2, -0.1, -0.1], [0.1, -0.2, 0.0], [0.2, 0.1, -0.1], [-0.1, 0.1, -0.2], [-0.2, 0.1, 0.1], [0.1, -0.3, 0.2], [-0.1, -0.1, -0.2], [0.1, 0.1, 0.4], [-0.1, -0.2, -0.2], [0.3, 0.2, -0.1], [-0.1, 0.2, 0.2], [0.0, 0.0, 0.1], [-0.2, 0.2, 0.1], [0.2, 0.1, -0.1], [0.1, -0.1, 0.2], [0.0, -0.1, 0.1], [0.1, -0.1, 0.1], [0.2, 0.2, 0.0], [-0.1, -0.2, -0.2], [-0.6, -0.4, 0.1], [-0.2, 0.2, 0.1], [0.0, -0.2, -0.3], [0.2, 0.0, 0.0], [1.1, 0.2, -0.3], [0.7, -3.9, -1.9], [-1.7, 3.0, 2.0], [0.5, -1.2, -0.6], [-0.1, 0.1, 0.0], [-0.2, 0.0, 0.0], [0.2, 0.2, 0.0], [0.2, -0.2, -0.2], [-0.1, 0.1, 0.2], [-0.3, -0.1, -0.1], [0.0, 0.3, 0.2], [0.3, 0.1, -0.1], [-0.2, 0.1, 0.1], [0.1, 0.3, 0.2], [-0.2, 0.3, 0.2], [0.4, 0.2, 0.1], [-0.6, -0.6, -0.3], [-1.1, -0.1, 0.0], [-0.6, 0.9, 0.7], [1.3, 0.2, -0.1], [-0.1, -0.1, -0.4], [0.0, -0.4, 0.1], [0.3, 0.1, 0.0], [-0.1, 0.1, 0.1], [-0.1, -0.1, 0.0], [0.6, 0.2, 0.1]],
  "homo_lumo_gap_ev": 5.5,
  "total_charge": 1,
  "largest_force_ha_per_bohr": 0.0851,
  "e_lumo_ev": -2.61,
  "relative_energy_kj_mol": 19.0
}

***

Entry 4:
{
  "formula": "C19H50N2O14P2S",
  "method": "the ωB97M-V functional and the def2-TZVPD basis",
  "symbols": ["O", "C", "N", "C", "P", "O", "O", "O", "C", "N", "C", "S", "C", "P", "O", "O", "O", "H", "H", "H", "H", "H", "H", "H", "H", "C", "C", "O", "H", "H", "H", "H", "H", "H", "C", "C", "O", "H", "H", "H", "H", "H", "H", "C", "C", "O", "H", "H", "H", "H", "H", "H", "C", "C", "O", "H", "H", "H", "H", "H", "H", "C", "C", "O", "H", "H", "H", "H", "H", "H", "C", "C", "O", "H", "H", "H", "H", "H", "H", "C", "C", "O", "H", "H", "H", "H", "H", "H"],
  "xyz": [[-0.1759, -2.0998, 1.3515], [-0.9327, -2.1023, 0.3687], [-2.4241, -2.1026, 0.3626], [-2.8353, -3.0453, -0.7514], [-3.8807, -2.0328, -1.9925], [-3.6162, -0.5105, -1.8205], [-3.5789, -2.4630, -3.6088], [-5.5312, -2.2860, -1.5366], [-1.4795, -3.4998, -1.5280], [-0.8158, -4.7577, -0.9879], [-0.9268, -5.7093, -1.8558], [-0.9637, -6.5721, -3.2810], [-0.6282, -2.1644, -1.1988], [1.1357, -2.0103, -1.8362], [1.0569, -1.1387, -3.1138], [2.1134, -1.2161, -0.7094], [1.6910, -3.5460, -2.2835], [-2.8082, -2.6004, 1.1869], [-3.4395, -3.9141, -0.3362], [-3.6754, -1.6397, -4.1366], [-5.5227, -2.0657, -0.5733], [-1.6028, -3.7826, -2.6295], [-1.1626, -1.2809, -1.6828], [1.9893, -0.2542, -0.9257], [1.1252, -3.8011, -3.0561], [2.8367, 0.8561, 2.8747], [1.6911, 1.4633, 2.0906], [1.6666, 0.9380, 0.7666], [3.7906, 1.0637, 2.3834], [2.8694, 1.2554, 3.8905], [2.7353, -0.2317, 2.9274], [1.8072, 2.5472, 2.0214], [0.7313, 1.2485, 2.5715], [1.5537, -0.0215, 0.8367], [-5.4611, 2.4248, 0.3998], [-4.5478, 1.8665, 1.4733], [-4.0098, 0.6223, 1.0554], [-6.2761, 1.7274, 0.1890], [-5.8874, 3.3828, 0.7085], [-4.9140, 2.5684, -0.5362], [-5.1026, 1.7046, 2.4003], [-3.7213, 2.5542, 1.6819], [-3.5115, 0.7768, 0.2367], [6.6978, 3.5209, 4.5110], [5.2469, 3.2937, 4.8856], [5.0271, 1.9228, 5.1991], [6.9739, 2.9025, 3.6529], [6.8767, 4.5699, 4.2626], [7.3593, 3.2364, 5.3347], [4.5914, 3.5582, 4.0531], [4.9675, 3.9017, 5.7520], [5.6024, 1.6976, 5.9413], [8.4089, 5.8059, 0.5540], [7.1811, 5.6058, 1.4204], [7.1766, 6.5455, 2.4893], [9.3195, 5.6891, 1.1469], [8.4284, 5.0866, -0.2681], [8.4274, 6.8170, 0.1367], [7.1774, 4.6036, 1.8524], [6.2644, 5.7330, 0.8357], [7.1709, 7.4294, 2.1005], [-0.0165, 3.6050, -1.2298], [-1.4613, 3.3900, -0.8250], [-1.6846, 2.0207, -0.5096], [0.2355, 2.9858, -2.0944], [0.1669, 4.6528, -1.4805], [0.6595, 3.3134, -0.4208], [-2.1319, 3.6613, -1.6429], [-1.7173, 3.9989, 0.0484], [-1.0941, 1.7899, 0.2206], [-8.5429, -0.2312, -3.1270], [-9.0915, -1.2279, -4.1285], [-8.0629, -1.6508, -5.0159], [-8.1252, 0.6383, -3.6407], [-9.3251, 0.1060, -2.4425], [-7.7322, -0.6772, -2.5433], [-9.8855, -0.7738, -4.7246], [-9.5008, -2.1072, -3.6207], [-7.3689, -2.0596, -4.4827], [3.1493, -7.2048, 0.2060], [1.9950, -6.6070, -0.5737], [1.9478, -7.1592, -1.8856], [4.0963, -7.0128, -0.3043], [3.1995, -6.7843, 1.2131], [3.0429, -8.2910, 0.2836], [2.1159, -5.5265, -0.6675], [1.0411, -6.8059, -0.0731], [1.8317, -8.1139, -1.7956]],
  "atomic_forces_ev_per_a": [[-2.6, 0.3, -3.3], [0.2, 0.1, 0.9], [1.3, -2.8, 0.2], [0.6, -0.6, -1.1], [-1.0, 5.0, 0.0], [-0.3, -4.3, -0.7], [-1.0, 0.2, 2.8], [3.0, -0.4, -0.5], [0.1, 0.6, -0.4], [-1.3, -3.3, -3.2], [0.7, 2.4, -0.3], [-0.1, 1.8, 3.8], [0.1, -0.9, 0.9], [0.4, 2.3, -3.9], [0.0, -2.2, 3.4], [-1.7, -1.8, -1.7], [-1.0, 2.1, 1.3], [0.6, 1.2, 0.0], [0.8, 1.0, -0.7], [0.1, -0.4, 0.5], [-0.2, 0.0, -0.8], [-0.3, 1.5, 1.3], [0.6, -1.0, 0.6], [0.3, -0.8, -0.1], [0.7, 0.3, 0.7], [0.0, 0.1, 0.1], [0.2, -0.3, 0.1], [-0.3, 0.0, -0.2], [-0.1, 0.1, 0.1], [0.1, -0.1, 0.0], [-0.1, 0.1, 0.1], [-0.1, -0.1, -0.2], [0.0, 0.1, 0.1], [0.0, 0.2, 0.3], [-0.1, 0.2, 0.0], [0.2, -0.1, -0.5], [0.0, -0.2, 0.2], [0.0, 0.0, 0.1], [0.0, 0.0, -0.1], [0.0, 0.0, 0.1], [0.1, -0.1, 0.0], [-0.1, 0.2, 0.1], [-0.1, -0.1, 0.0], [0.1, 0.2, -0.1], [0.4, -0.1, 0.2], [-0.2, -0.2, 0.0], [-0.1, 0.0, 0.0], [0.1, 0.0, 0.0], [0.0, 0.1, 0.0], [0.0, -0.2, 0.1], [0.0, 0.2, -0.1], [-0.1, 0.0, -0.2], [0.1, -0.1, -0.1], [0.1, 0.4, -0.2], [-0.1, 0.0, 0.2], [-0.1, -0.1, 0.0], [0.0, 0.1, 0.0], [-0.1, -0.1, -0.1], [0.0, 0.2, 0.1], [0.0, -0.2, -0.1], [0.0, -0.2, 0.1], [0.1, 0.1, -0.1], [0.3, -0.1, 0.1], [-0.2, -0.2, 0.1], [-0.1, 0.1, 0.0], [0.0, 0.0, 0.0], [0.0, 0.1, 0.0], [0.0, -0.2, 0.1], [0.0, 0.2, -0.1], [0.0, 0.0, -0.2], [0.0, 0.1, 0.1], [0.3, 0.0, 0.2], [0.0, -0.1, -0.2], [-0.1, -0.1, 0.0], [0.1, 0.0, 0.0], [-0.1, 0.0, 0.0], [0.1, -0.1, -0.1], [-0.2, 0.1, 0.1], [-0.1, 0.1, -0.1], [0.1, 0.0, 0.1], [0.2, -0.3, 0.1], [0.0, 0.1, -0.2], [-0.1, 0.1, 0.0], [0.0, -0.1, 0.0], [-0.1, 0.0, 0.1], [-0.1, -0.1, -0.2], [0.0, 0.1, 0.2], [0.0, 0.2, 0.0]],
  "smiles": "O=C1N[C@@H](P(=O)(O)O)[C@H](N=C=S)[C@@H]1P(=O)(O)O.CCO.CCO.CCO.CCO.CCO.CCO.CCO",
  "homo_lumo_gap_ev": 8.7,
  "largest_force_ha_per_bohr": 0.0997,
  "e_lumo_ev": -0.97
}

***

Entry 5:
{
  "formula": "C15H32N7O6PY",
  "method": "the ωB97M-V functional and the def2-TZVPD basis",
  "symbols": ["O", "H", "Y", "N", "N", "N", "N", "O", "O", "O", "O", "C", "C", "C", "C", "C", "H", "H", "H", "C", "H", "H", "H", "C", "C", "H", "H", "H", "H", "H", "H", "H", "H", "C", "H", "H", "H", "O", "H", "H", "C", "N", "C", "N", "C", "N", "C", "P", "C", "C", "H", "H", "H", "H", "H", "H", "H", "H", "H", "H", "H", "H"],
  "xyz": [[-0.4797, -1.2232, -3.8820], [-0.6794, -1.6785, -4.6998], [-0.5284, -0.0640, -2.1424], [1.1506, -1.6000, -1.6912], [-1.1759, -2.0188, -0.8860], [0.0670, 2.2841, -1.3617], [-1.8858, 1.1867, -0.1091], [2.2698, -1.1401, -2.0952], [1.1281, 2.9780, -2.0134], [-2.8553, 0.5815, 0.6674], [-2.2156, -2.0704, -0.1285], [-0.5591, -3.1436, -1.3573], [0.7498, -2.8810, -1.9133], [-0.5869, 3.0949, -0.5203], [-1.7101, 2.4863, 0.1866], [1.4463, -3.7029, -2.9168], [1.3043, -3.2632, -3.9286], [1.0112, -4.7011, -2.9551], [2.5033, -3.8027, -2.7072], [-1.2874, -4.4274, -1.5546], [-2.2280, -4.2278, -2.1083], [-1.5124, -4.9131, -0.5988], [-0.6907, -5.1182, -2.1534], [-0.1950, 4.5316, -0.3544], [-2.5625, 3.3198, 1.1044], [0.4618, 4.8196, -1.1931], [0.3148, 4.7085, 0.6124], [-1.0820, 5.1828, -0.3404], [-3.1602, 2.6824, 1.7754], [-3.2328, 3.9904, 0.5321], [-1.9396, 3.9852, 1.7208], [1.6377, 2.2940, -2.4677], [-2.7840, -0.3904, 0.4570], [-2.6318, 0.2936, -3.2459], [-2.1471, -0.1262, -4.1504], [-2.9567, 1.3058, -3.4635], [-3.4816, -0.3406, -2.9793], [1.0479, 0.8077, -4.3864], [0.7660, -0.1527, -4.4650], [0.3076, 1.2081, -4.8673], [2.9112, 0.1092, 3.4892], [2.1009, 1.2151, 2.9534], [0.9124, 1.4177, 3.8069], [0.1056, 0.1847, 3.9031], [0.9281, -0.9200, 4.4254], [2.1093, -1.1327, 3.5612], [1.7507, -1.6441, 2.2368], [0.6701, -0.4483, 1.2463], [1.7683, 1.0205, 1.5517], [-0.5328, -0.1699, 2.6485], [3.2338, 0.3700, 4.5078], [3.7919, -0.0651, 2.8537], [0.2960, 2.2334, 3.4006], [1.2525, 1.6868, 4.8183], [0.3363, -1.8478, 4.4707], [1.2782, -0.6485, 5.4314], [2.6672, -1.8401, 1.6592], [1.2089, -2.5966, 2.3466], [1.2633, 1.9101, 1.1579], [2.6923, 0.8723, 0.9751], [-1.1218, -1.0907, 2.7773], [-1.2208, 0.6290, 2.3590]],
  "atomic_forces_ev_per_a": [[1.3, -1.2, -0.3], [-0.2, 0.0, 0.1], [-1.0, 2.4, 0.1], [2.8, 0.6, -1.1], [-2.4, 0.3, 1.8], [-0.1, 2.4, 1.0], [0.1, 2.4, 1.5], [-2.6, -1.6, 1.2], [-0.7, -0.6, 0.6], [0.3, -0.3, -0.7], [2.6, -0.7, -1.9], [0.9, -0.2, -0.8], [-1.0, 0.0, 0.2], [1.8, -1.4, -2.5], [-1.0, -3.0, -0.5], [-0.3, -0.7, -0.4], [0.1, 0.0, 0.7], [0.2, 0.1, 0.0], [0.3, 0.2, 0.0], [-0.2, 0.0, -0.1], [0.4, -0.1, 0.5], [-0.2, 0.2, -0.1], [-0.2, 0.1, 0.2], [0.0, 0.3, -0.1], [-0.1, -0.2, 0.4], [-0.3, 0.0, 0.7], [-0.1, -0.2, -0.5], [0.2, -0.3, -0.1], [0.2, 0.3, -0.4], [0.2, -0.5, 0.1], [-0.1, -0.3, -0.2], [-0.1, -0.1, -0.2], [0.0, 0.9, -0.1], [0.1, -0.4, -0.3], [-0.8, 0.4, 0.4], [-0.2, 0.3, 0.3], [0.0, 0.1, 0.0], [-0.7, -0.6, 0.4], [0.4, 0.7, 0.2], [0.3, 0.4, -0.1], [-1.0, -0.3, -0.1], [0.4, 0.6, 0.4], [0.3, -0.9, -0.3], [-0.2, 0.0, 0.7], [0.4, 0.6, -0.8], [0.3, -0.3, 0.3], [0.0, 0.1, -0.1], [0.3, -0.1, 0.4], [-0.1, 0.0, 0.0], [-0.1, 0.2, -0.2], [-0.1, -0.1, -0.3], [-0.3, 0.1, 0.2], [0.2, -0.2, 0.1], [-0.1, -0.1, -0.3], [0.2, 0.4, 0.0], [-0.1, -0.1, -0.3], [-0.2, 0.0, 0.2], [0.2, 0.2, 0.0], [0.2, 0.0, 0.1], [-0.2, 0.1, 0.1], [0.1, 0.2, 0.0], [0.0, -0.1, 0.1]],
  "homo_lumo_gap_ev": [4.4, 3.6],
  "total_charge": 1,
  "largest_force_ha_per_bohr": 0.0657,
  "e_lumo_ev": [-6.21, -6.61]
}